Record 1
A structure of composition C31H28AsFeN2PS2Se2. Source: the OMol25 dataset; level of theory: ωB97M-V/def2-TZVPD.

```
68
Properties=species:S:1:pos:R:3:forces:R:3:mulliken_spin:R:1
Fe 1.08960 -0.45918 -0.97264 0.1 -0.3 -0.1 3.799
Se 1.00671 -0.35750 1.69337 0.0 -0.1 -0.1 0.142
P -0.18916 -2.14025 1.35837 0.0 0.1 -0.1 0.014
Se -0.20884 -2.52690 -0.79435 0.0 -0.2 0.0 0.255
C -1.86708 -1.89576 1.95879 -0.2 0.1 0.0 -0.008
C -2.95838 -2.11587 1.12352 -0.1 0.0 0.1 0.002
C -4.24517 -1.87518 1.59166 0.0 0.0 0.0 0.001
C -4.43797 -1.41950 2.88666 0.0 0.0 0.0 0.000
C -3.34704 -1.19608 3.72134 0.0 0.0 0.0 0.002
C -2.06250 -1.42532 3.25876 0.0 0.0 0.0 0.003
C 0.53656 -3.53675 2.24330 0.2 -0.1 0.1 -0.010
C 0.77177 -4.74894 1.59847 0.0 -0.1 0.1 0.011
C 1.37969 -5.79341 2.28634 0.0 0.0 0.0 0.003
C 1.75024 -5.62921 3.61494 0.0 0.0 0.0 0.000
C 1.51322 -4.42124 4.26164 0.0 0.0 0.0 0.002
C 0.91313 -3.37461 3.57786 0.0 0.0 0.0 0.001
H -2.80764 -2.47299 0.11386 0.0 0.0 0.0 -0.005
H -5.09447 -2.04446 0.94075 0.0 0.0 0.0 0.000
H -5.44113 -1.23276 3.24956 0.0 0.0 0.0 0.000
H -3.49827 -0.83289 4.73025 0.0 0.0 0.0 0.000
H -1.21674 -1.21467 3.90354 0.0 0.0 0.0 0.001
H 0.47664 -4.87998 0.56551 0.0 0.0 0.0 -0.006
H 1.55695 -6.73741 1.78499 0.0 0.0 0.0 0.000
H 2.22316 -6.44395 4.14914 0.0 0.0 0.0 0.000
H 1.80175 -4.29204 5.29766 0.0 0.0 -0.1 0.000
H 0.76088 -2.42556 4.08082 0.0 -0.1 0.0 0.001
S 0.97238 -0.41595 -3.29538 0.0 0.2 0.2 0.385
C -0.14292 0.81617 -3.89129 0.0 -0.1 0.0 0.006
C -0.38484 0.89503 -5.26298 0.0 0.0 -0.1 0.020
C -1.23017 1.87043 -5.76687 0.0 0.0 0.0 -0.010
C -1.84447 2.78330 -4.91569 0.0 0.0 0.0 0.028
C -1.60370 2.72137 -3.55290 0.0 0.0 -0.1 -0.018
C -0.74791 1.74881 -3.04756 0.0 0.0 0.1 0.076
As -0.34522 1.56921 -1.18823 0.3 0.5 -0.2 0.046
C 1.41740 2.39583 -1.01545 -0.1 0.1 0.0 -0.022
C 2.24759 2.63125 -2.10759 0.1 0.0 0.0 0.024
C 3.51119 3.17295 -1.90745 0.0 0.0 0.0 -0.012
C 3.94426 3.48059 -0.62298 0.0 0.0 0.0 0.019
C 3.11389 3.25337 0.46764 0.0 0.0 0.0 -0.010
C 1.85383 2.70595 0.27352 0.1 0.0 0.0 0.048
C -1.47139 2.85607 -0.32611 -0.1 -0.2 0.1 0.044
C -2.70411 2.43584 0.15954 -0.1 0.1 0.1 -0.002
C -3.58110 3.36910 0.69571 0.0 0.0 0.0 0.001
C -3.21998 4.70899 0.74558 0.0 0.0 0.0 0.002
C -1.98315 5.12070 0.26246 0.0 0.0 0.0 0.002
C -1.10033 4.19388 -0.27579 -0.2 0.1 0.1 0.007
H 0.09199 0.18290 -5.92593 0.0 0.0 0.0 -0.005
H -1.41340 1.91804 -6.83337 0.0 0.0 0.0 0.000
H -2.50592 3.54295 -5.31237 0.0 0.0 0.0 0.002
H -2.07878 3.43308 -2.88931 0.0 0.0 0.0 0.001
H 1.91622 2.39153 -3.10988 0.0 0.0 0.0 0.002
H 4.15707 3.35314 -2.75832 0.0 0.0 0.0 -0.001
H 4.93006 3.90319 -0.47198 0.0 0.0 0.0 0.001
H 3.44611 3.50097 1.46818 0.0 0.0 0.0 0.000
H 1.20506 2.53643 1.12317 0.0 0.0 0.0 0.003
H -2.98150 1.38959 0.12440 0.0 0.0 0.0 -0.003
H -4.54404 3.04930 1.07456 0.0 0.0 0.0 0.000
H -3.90359 5.43677 1.16550 0.0 0.0 0.0 0.000
H -1.70417 6.16646 0.30137 0.0 0.0 0.0 0.000
H -0.13936 4.51458 -0.65371 0.0 0.0 0.0 0.002
N 3.74094 -3.22015 -1.67918 0.1 0.1 -0.2 0.008
C 3.53947 -2.36614 -0.68514 0.0 0.2 -0.1 0.003
N 3.41102 -2.83203 0.54050 0.0 0.1 0.4 0.010
S 3.48459 -0.65858 -1.01566 0.1 -0.4 -0.1 0.128
H 3.79907 -4.21519 -1.53732 0.0 0.0 0.0 0.000
H 3.83411 -2.85483 -2.61128 0.0 0.0 0.0 0.001
H 3.41547 -3.81743 0.75629 -0.1 0.0 0.0 -0.001
H 3.19246 -2.17512 1.27720 0.0 0.0 0.0 0.005
```
Forces are in eV/Å.

Results
DFT total energy   -10747.5958 hartree
⟨S²⟩   8.7794
LUMO energy (alpha / beta)   -2.287 / -4.139 eV
Spin multiplicity   6
Energy relative to the best compared isomer or geometry (same formula, charge and spin)   10.18 kcal per mole
HOMO (alpha / beta)   -10.378 / -10.418 eV
Net charge   +1

=====

Record 2
A cluster of 2 separate species, C9H10NO5 in total in a non-equilibrium geometry. Source: the OMol25 dataset; level of theory: ωB97M-V/def2-TZVPD.

```
25
Properties=species:S:1:pos:R:3:forces:R:3:mulliken_charge:R:1
C 0.21551 0.81222 -3.03557 -1.4 -0.1 -2.8 0.208
C -1.62019 -0.66608 -0.34633 -1.2 0.3 1.4 0.206
C -0.42681 3.95521 0.48707 -0.5 0.3 -0.1 0.852
C -0.43174 -0.69604 -1.04729 2.0 -0.4 -0.8 -0.916
C 0.33685 1.20505 -1.63168 1.3 -2.9 -0.3 0.395
C 0.94731 0.02799 -0.88628 -1.3 0.1 -1.6 2.142
C 2.08578 -0.64791 -1.69595 -2.4 -0.2 -0.4 -1.855
C 1.55424 0.52140 0.37714 -0.9 0.9 0.5 -1.369
C -3.03637 0.01481 1.34344 0.1 -1.9 -0.2 -0.852
N -0.00206 0.54178 -4.14846 0.7 0.5 1.4 -0.610
O -0.79418 3.13559 1.20096 -0.2 -0.8 1.0 -0.370
O -2.65230 -1.28025 -0.62551 0.4 -0.4 -1.1 -0.759
O -0.14939 4.86525 -0.16532 0.5 0.7 -0.5 -0.439
O -1.70446 0.12211 0.82900 0.0 -0.8 -0.3 -0.284
O -0.01502 2.28516 -1.25743 -0.6 1.9 0.6 -0.678
H -0.52385 -1.30789 -1.96674 0.2 0.4 0.8 0.201
H 2.49957 -1.19019 -0.87446 1.1 -1.1 -0.4 0.522
H 2.70877 0.09856 -2.11813 1.1 0.8 0.1 0.424
H 1.71402 -1.19550 -2.59123 0.3 -0.2 1.0 0.331
H 0.78318 1.14754 0.80963 0.0 0.1 0.7 0.225
H 2.32165 1.21002 0.00516 0.4 -0.2 0.6 0.369
H 1.89769 -0.20428 1.12198 0.1 0.0 -0.4 0.370
H -3.05513 0.39977 2.33610 0.4 -0.2 1.1 0.257
H -3.50127 -1.04915 1.17795 1.1 2.1 0.8 0.284
H -3.62585 0.68808 0.80548 -1.3 0.9 -1.2 0.345
```
Forces are in eV/Å.

Results
DFT total energy   -779.9186 hartree
LUMO energy   3.224 eV
Spin multiplicity   1
Energy relative to the best compared isomer or geometry (same formula, charge and spin)   16.67 kcal per mole
HOMO   -3.543 eV
Net charge   -1

=====

Record 3
A cluster of 5 separate species, C30H35BrF4P in total in a non-equilibrium geometry. Source: the OMol25 dataset; level of theory: ωB97M-V/def2-TZVPD.

```
71
Properties=species:S:1:pos:R:3:forces:R:3:mulliken_charge:R:1
C 1.18839 1.01235 2.08100 0.2 0.9 -0.1 -0.935
C 0.24042 1.96492 1.31491 0.2 -1.1 -0.9 -0.575
C -0.41145 1.22153 0.08742 0.5 1.1 0.8 -0.356
P 0.79902 1.23010 -1.31488 -0.5 -0.9 1.1 0.155
C 2.00936 -0.17432 -1.24599 0.3 0.6 -0.4 -1.035
C 2.51549 -0.59870 -2.65949 -0.5 -0.6 1.0 0.078
C 2.86068 -2.11299 -2.67261 0.5 0.6 -0.4 -1.128
Br 4.07980 0.50665 -3.09408 -0.8 0.1 0.0 -0.072
H 1.66836 0.25937 1.44759 -0.1 0.1 0.0 0.210
H 0.66044 0.47931 2.87060 0.1 0.0 0.0 0.204
H 1.99039 1.62537 2.50516 -0.1 -0.4 0.3 0.371
H 0.76842 2.82929 0.89294 0.0 0.0 0.5 0.408
H -0.55072 2.33422 1.96687 0.0 0.0 -0.1 0.334
H -1.31132 1.79213 -0.16195 0.1 -0.3 -0.5 0.177
H -0.70523 0.21360 0.37937 0.1 0.0 -0.4 0.389
H 1.49792 2.46177 -1.21155 -0.3 -0.4 -0.4 0.184
H 0.07742 1.13456 -2.52838 0.4 0.2 0.2 0.170
H 2.87788 0.15675 -0.66336 -0.3 0.1 0.0 0.531
H 1.59094 -1.01887 -0.68993 -0.4 0.2 -0.3 0.513
H 1.73297 -0.38097 -3.38903 0.3 0.0 -0.1 0.396
H 2.46058 -2.65635 -1.81467 -0.1 0.2 -0.1 0.398
H 3.94889 -2.21631 -2.66788 -0.2 -0.2 0.0 0.334
H 2.48157 -2.55336 -3.59638 0.1 -0.1 0.1 0.300
F -1.79009 -1.12713 -1.31744 0.2 0.0 0.0 -0.287
C -2.92988 -0.85700 -2.00717 -0.6 0.1 -0.4 0.292
C -3.83650 0.04340 -1.47913 0.2 0.1 0.2 -0.165
C -4.99825 0.32349 -2.18597 0.1 -0.1 -0.2 -0.525
C -5.24117 -0.30481 -3.40151 0.0 0.0 0.0 -0.522
C -4.32100 -1.21060 -3.91452 0.0 0.2 0.2 -0.491
C -3.15318 -1.48740 -3.21634 0.3 -0.1 0.0 -0.472
H -3.63397 0.51458 -0.52479 0.0 -0.1 0.0 0.511
H -5.71416 1.02976 -1.78759 0.0 0.0 0.0 0.425
H -6.14927 -0.08853 -3.94806 0.0 0.0 0.0 0.392
H -4.51292 -1.70299 -4.85801 0.0 0.0 0.0 0.380
H -2.42142 -2.18540 -3.60321 0.0 0.0 0.0 0.431
F 7.35112 -4.54178 -7.21863 0.0 -0.1 0.0 -0.309
C 7.04388 -3.49177 -6.44428 -0.1 0.3 0.2 0.275
C 5.83972 -2.83968 -6.63856 -0.2 -0.1 -0.1 -0.432
C 5.52145 -1.75516 -5.83254 0.2 -0.1 0.1 -0.168
C 6.41074 -1.33108 -4.85241 0.0 0.1 0.0 -0.392
C 7.61882 -1.99465 -4.67349 -0.2 0.0 -0.1 -0.520
C 7.93772 -3.08585 -5.47008 0.2 -0.1 0.0 -0.373
H 5.16447 -3.18024 -7.41263 0.0 0.0 0.0 0.417
H 4.57923 -1.23922 -5.96986 0.0 0.0 0.0 0.381
H 6.15653 -0.48281 -4.22844 0.2 -0.2 -0.2 0.263
H 8.31328 -1.66225 -3.91341 0.0 0.0 0.0 0.377
H 8.86956 -3.62039 -5.34094 0.0 0.0 0.0 0.417
F -2.83133 1.10577 1.71972 0.1 0.0 0.0 -0.150
C -3.93707 1.71465 2.22523 -0.6 0.3 0.3 0.514
C -4.51639 2.75143 1.51744 0.2 -0.1 -0.2 -0.179
C -5.64804 3.37020 2.03160 0.0 -0.1 0.2 -0.603
C -6.17688 2.95155 3.24611 0.0 0.0 0.0 -0.526
C -5.57838 1.91063 3.94564 0.0 0.2 -0.2 -0.525
C -4.45256 1.28197 3.43148 0.2 -0.3 0.0 -0.553
H -4.08471 3.06880 0.57533 0.0 0.0 0.0 0.435
H -6.11605 4.17807 1.48567 0.0 0.0 0.0 0.378
H -7.05635 3.43750 3.64693 0.0 0.0 0.0 0.390
H -5.98825 1.58774 4.89283 0.0 0.0 0.0 0.396
H -3.97721 0.46465 3.95797 0.0 0.0 0.0 0.466
F -2.38239 -0.65208 5.19522 0.0 0.0 -0.1 -0.278
C -1.36680 -0.28711 6.00461 0.4 0.1 0.3 0.059
C -0.45394 0.65084 5.55972 -0.1 0.0 -0.2 0.052
C 0.58972 1.03024 6.39312 -0.1 -0.2 0.1 -0.493
C 0.71269 0.46085 7.65437 0.0 0.0 0.0 -0.515
C -0.21087 -0.48409 8.08469 0.0 0.1 -0.2 -0.454
C -1.26163 -0.85898 7.25815 -0.2 -0.1 0.0 -0.404
H -0.56533 1.07823 4.57208 -0.1 0.0 0.0 0.490
H 1.30621 1.76921 6.05931 0.0 0.0 0.0 0.362
H 1.52831 0.75452 8.30168 0.0 0.0 0.0 0.376
H -0.11299 -0.92992 9.06509 0.0 0.0 0.0 0.375
H -1.99472 -1.58723 7.57935 0.0 0.0 0.0 0.429
```
Forces are in eV/Å.

Results
DFT total energy   -4478.7144 hartree
LUMO energy   -2.671 eV
Spin multiplicity   1
HOMO   -10.974 eV
Net charge   +1